Arrangement i

Density functional theory data (the ωB97M-V functional and the def2-TZVPD basis) for a 2-piece molecular cluster, C8H11N3 overall.

The geometry in ORCA input format:
```
! wB97M-V def2-TZVPD RIJCOSX def2/J DEFGRID3
* xyz 2 1
N -4.11 -0.77 -0.89
N -3.00 -0.62 0.18
N 2.99 -1.31 0.39
C 0.51 1.31 -0.11
C 0.98 0.06 0.22
C 2.36 -0.19 0.02
C 2.66 2.13 -0.57
C 1.35 2.27 -0.62
C 3.58 -2.23 0.73
C 3.23 0.84 -0.36
C -3.18 -1.13 1.31
H 4.26 0.86 -0.35
H -3.87 -1.56 -1.64
H -4.36 0.10 -1.32
H 0.94 3.13 -1.09
H -4.19 -1.49 1.67
H 4.14 -2.96 1.24
H -0.62 1.58 -0.22
H -2.38 -1.17 2.01
H 3.29 2.94 -0.85
H 0.36 -0.74 0.65
H -4.94 -1.04 -0.40
*
```

## Properties
Kohn-Sham gap in eV: 9.0

Arrangement ii

Density functional theory data (the ωB97M-V functional and the def2-TZVPD basis) for an isolated ion of composition C8H11N3 and charge +2.

The geometry in ORCA input format:
```
! wB97M-V def2-TZVPD RIJCOSX def2/J DEFGRID3
* xyz 2 1
N -0.20 -1.15 0.06
N 1.12 0.67 -0.05
N 1.97 -0.47 0.31
C -0.16 0.31 -0.10
C -1.11 1.47 -0.34
C 0.84 2.96 -0.46
C -0.55 2.72 -0.52
C 1.20 -1.44 0.33
C 1.63 1.89 -0.14
C -0.76 -2.02 -1.06
C -0.75 -1.63 1.44
H -2.17 1.25 -0.27
H -1.17 3.72 -0.52
H -0.44 -1.02 2.17
H 2.74 2.15 0.01
H 1.18 4.04 -0.42
H -0.75 -1.60 -2.11
H 1.52 -2.46 0.47
H -0.38 -2.70 1.75
H -1.82 -1.64 1.29
H -1.78 -2.22 -0.74
H -0.17 -2.85 -1.10
*
```

## Properties
SMILES: C[N+]1(C)C=N[n+]2ccccc21
Kohn-Sham gap in eV: 10.0

Relative energy table, unit eV: arrangement i 0.000; arrangement ii 0.567

Arrangement i

Density functional theory data (the ωB97M-V functional and the def2-TZVPD basis) for C4H5N2 as an isolated structure.

The geometry in ORCA input format:
```
! wB97M-V def2-TZVPD RIJCOSX def2/J DEFGRID3
* xyz 1 1
N -1.38 0.92 -0.24
N 0.84 -0.50 0.16
C -0.31 1.10 0.46
C -1.74 -0.43 0.09
C -0.37 -0.39 0.65
C 1.14 1.02 0.10
H 1.33 1.39 -0.95
H 1.90 1.29 0.86
H 1.11 -1.33 -0.60
H -2.48 -0.23 0.74
H -2.14 -1.13 -0.70
*
```

## Properties
Kohn-Sham gap in eV: 10.0

Arrangement ii

Density functional theory data (the ωB97M-V functional and the def2-TZVPD basis) for a 2-piece molecular cluster, C4H5N2 overall.

The geometry in ORCA input format:
```
! wB97M-V def2-TZVPD RIJCOSX def2/J DEFGRID3
* xyz 1 1
N -2.67 0.60 -0.01
N -0.70 -0.39 0.01
C -1.31 0.76 -0.02
C -2.90 -0.80 0.05
C 1.40 -1.05 0.00
C -1.71 -1.29 -0.02
H 1.63 -0.75 1.04
H -3.41 1.30 -0.08
H 1.13 -2.07 -0.15
H -0.78 1.76 -0.10
H 1.91 -0.31 -0.65
*
```

## Properties
Kohn-Sham gap (alpha / beta) in eV: 7.6 / 7.6

Arrangement iii

Density functional theory data (the ωB97M-V functional and the def2-TZVPD basis) for an isolated ion of composition C4H5N2 and charge +1.

The geometry in ORCA input format:
```
! wB97M-V def2-TZVPD RIJCOSX def2/J DEFGRID3
* xyz 1 1
N -1.71 1.28 0.00
N -2.61 0.51 -0.04
C 0.92 0.94 -0.02
C -0.29 0.24 -0.09
C -0.88 -0.97 0.05
C -2.30 -0.85 0.00
H 1.04 1.51 1.06
H 1.70 0.32 0.13
H 0.96 1.74 -0.69
H -3.18 -1.46 0.05
H -0.22 -1.80 0.14
*
```

## Properties
SMILES: CC1=[N+]=NC=C1
Kohn-Sham gap (alpha / beta) in eV: 6.7 / 7.3

Relative energy table, unit eV: arrangement i 0.712; arrangement ii 2.622; arrangement iii 0.000

Arrangement i

Density functional theory data (the ωB97M-V functional and the def2-TZVPD basis) for an isolated ion of composition C4H5N2 and charge +1.

The geometry in ORCA input format:
```
! wB97M-V def2-TZVPD RIJCOSX def2/J DEFGRID3
* xyz 1 1
N -1.91 -0.03 -0.04
N 0.44 0.99 -0.12
C 1.46 0.29 -0.03
C -0.85 1.17 0.18
C 2.36 -0.66 -0.02
C -2.36 -1.09 -0.22
H 2.62 -0.97 -0.99
H -2.66 -2.11 -0.31
H -1.26 1.92 -0.42
H -0.90 1.42 1.20
H 3.06 -0.95 0.76
*
```

## Properties
SMILES: C#[N+]CN=C=C
Kohn-Sham gap in eV: 8.5

Arrangement ii

Density functional theory data (the ωB97M-V functional and the def2-TZVPD basis) for an isolated ion of composition C4H5N2 and charge +1.

The geometry in ORCA input format:
```
! wB97M-V def2-TZVPD RIJCOSX def2/J DEFGRID3
* xyz 1 1
N 1.57 0.11 -0.06
N -1.15 -0.05 -0.41
C -0.43 -1.09 -0.12
C -1.85 0.81 0.17
C 1.00 -1.05 0.10
C 2.27 1.03 -0.22
H -2.27 0.63 1.20
H 1.51 -1.99 0.28
H -0.97 -1.98 -0.13
H -2.22 1.55 -0.53
H 2.53 2.04 -0.28
*
```

## Properties
SMILES: C#[N+]/C=C\N=C
Kohn-Sham gap in eV: 8.6

Arrangement iii

Density functional theory data (the ωB97M-V functional and the def2-TZVPD basis) for a 2-piece molecular cluster, C4H5N2 overall.

The geometry in ORCA input format:
```
! wB97M-V def2-TZVPD RIJCOSX def2/J DEFGRID3
* xyz 1 1
N -3.06 0.96 0.08
N -0.98 -0.16 -0.22
C -1.93 0.67 -0.24
C 1.38 -1.24 -0.25
C 2.56 -1.86 0.08
C 0.18 -0.73 -0.03
H 2.79 -1.60 1.25
H 3.29 -2.16 -0.75
H -3.82 1.62 -0.09
H -0.40 2.45 0.35
H -0.01 2.06 -0.18
*
```

## Properties
Kohn-Sham gap (alpha / beta) in eV: 7.1 / 7.1

Relative energy table, unit eV: arrangement i 0.559; arrangement ii 0.000; arrangement iii 3.126

Arrangement i

Density functional theory data (the ωB97M-V functional and the def2-TZVPD basis) for a 2-piece molecular cluster, C3H8NS overall.

The geometry in ORCA input format:
```
! wB97M-V def2-TZVPD RIJCOSX def2/J DEFGRID3
* xyz -1 1
S -2.80 0.08 0.13
N 0.64 -1.82 -1.26
C 0.55 1.29 1.04
C 1.07 0.21 0.13
C 0.30 -0.74 -0.44
H -0.77 -0.80 -0.21
H 1.51 -1.71 -1.71
H -0.57 1.28 1.10
H 2.16 0.16 -0.10
H -3.89 0.65 0.60
H -0.05 -2.01 -1.98
H 0.96 1.17 2.05
H 0.87 2.25 0.65
*
```

## Properties
Kohn-Sham gap in eV: 6.8

Arrangement ii

Density functional theory data (the ωB97M-V functional and the def2-TZVPD basis) for a 2-piece molecular cluster, C3H8NS overall.

The geometry in ORCA input format:
```
! wB97M-V def2-TZVPD RIJCOSX def2/J DEFGRID3
* xyz -1 1
S 1.60 -0.12 -0.63
N -0.85 0.68 1.42
C -2.52 -1.07 1.32
C -1.22 -0.67 1.30
C 2.72 0.55 -1.96
H -0.45 -1.28 0.86
H 2.77 1.60 -1.69
H -3.38 -0.42 1.41
H -2.68 -2.05 0.86
H 3.69 0.06 -2.05
H 2.14 0.57 -2.88
H -1.66 1.27 1.35
H -0.16 0.88 0.69
*
```

## Properties
Kohn-Sham gap in eV: 6.6

Relative energy table, unit eV: arrangement i 0.000; arrangement ii 0.428